A cluster of 7 separate species, C34H52N8O2P in total in a non-equilibrium geometry. Source: the OMol25 dataset; level of theory: ωB97M-V/def2-TZVPD.

- Charge: -1
- Lowest unoccupied orbital energy: 1.734 eV
- E_HOMO: -3.960 eV

Each line ends with the Mulliken charge.
Geometry (Å):
C (3.45, 3.30, 1.91)  -1.27
C (3.23, 1.93, 2.50)  0.95
C (1.99, 1.76, 3.35)  -1.45
C (4.08, 0.90, 2.25)  -0.52
C (4.54, 0.64, 0.83)  0.15
C (4.62, -0.85, 0.49)  -1.83
C (3.30, -1.57, 0.22)  1.21
C (2.43, -1.72, 1.48)  -1.71
C (2.47, -1.01, -0.95)  -1.06
C (1.42, 0.06, -0.57)  1.14
N (0.87, 0.78, -1.73)  -0.43
P (1.67, 2.08, -2.10)  0.73
N (1.07, 2.78, -3.40)  -0.94
O (1.62, 3.09, -0.82)  -0.58
O (3.28, 1.78, -2.41)  -0.64
H (3.94, 3.91, 2.67)  0.41
H (4.04, 3.23, 1.00)  0.36
H (2.49, 3.76, 1.65)  0.22
H (1.94, 0.74, 3.72)  0.30
H (1.15, 1.92, 2.67)  0.28
H (1.97, 2.47, 4.18)  0.45
H (4.43, 0.28, 3.07)  0.42
H (3.93, 1.18, 0.12)  -0.37
H (5.56, 1.04, 0.71)  0.45
H (5.19, -0.91, -0.44)  0.52
H (5.21, -1.42, 1.22)  0.43
H (3.57, -2.59, -0.06)  0.42
H (1.66, -2.47, 1.33)  0.37
H (3.10, -2.01, 2.29)  0.43
H (1.99, -0.77, 1.78)  0.21
H (3.10, -0.68, -1.78)  0.27
H (1.90, -1.85, -1.34)  0.27
H (1.80, 0.73, 0.20)  -0.38
H (0.60, -0.50, -0.09)  -0.56
H (1.79, 2.86, -4.12)  0.14
H (1.46, 3.98, -1.15)  0.30
H (3.34, 1.53, -3.33)  0.34
N (-0.92, -4.45, 3.53)  0.17
C (-1.86, -5.07, 2.74)  -0.64
C (-2.06, -4.28, 1.63)  -0.50
C (-1.21, -3.15, 1.77)  -0.03
C (-0.52, -3.29, 2.94)  -0.58
H (-0.59, -4.80, 4.41)  0.16
H (-2.31, -6.00, 3.03)  0.34
H (-2.73, -4.49, 0.82)  0.42
H (-1.10, -2.33, 1.08)  0.18
H (0.21, -2.65, 3.39)  0.46
N (0.84, -5.27, 7.00)  0.05
C (1.59, -4.12, 6.98)  -0.46
C (1.94, -3.83, 8.27)  -0.47
C (1.39, -4.85, 9.10)  -0.40
C (0.72, -5.72, 8.29)  -0.47
H (0.45, -5.71, 6.20)  0.18
H (1.80, -3.61, 6.06)  0.45
H (2.53, -2.98, 8.59)  0.39
H (1.48, -4.93, 10.17)  0.38
H (0.17, -6.62, 8.51)  0.36
N (-2.87, -2.17, -1.34)  0.31
C (-3.80, -2.77, -2.15)  -0.52
C (-3.98, -1.96, -3.25)  -0.27
C (-3.11, -0.84, -3.10)  -0.83
C (-2.44, -1.00, -1.92)  -0.73
H (-2.55, -2.54, -0.47)  0.18
H (-4.26, -3.70, -1.88)  0.38
H (-4.65, -2.16, -4.07)  0.31
H (-3.00, -0.02, -3.78)  0.50
H (-1.69, -0.39, -1.44)  0.69
N (-3.93, 1.85, 0.02)  0.06
C (-3.75, 2.42, 1.25)  -0.53
C (-3.75, 3.78, 1.09)  -0.37
C (-3.95, 4.04, -0.29)  -0.52
C (-4.06, 2.83, -0.92)  -0.35
H (-3.96, 0.87, -0.17)  0.20
H (-3.62, 1.81, 2.13)  0.37
H (-3.63, 4.51, 1.88)  0.39
H (-4.01, 5.01, -0.77)  0.38
H (-4.21, 2.58, -1.96)  0.37
N (2.89, 6.40, -2.77)  0.04
C (3.22, 7.07, -1.62)  -0.35
C (3.03, 8.41, -1.85)  -0.52
C (2.58, 8.55, -3.19)  -0.39
C (2.50, 7.29, -3.72)  -0.54
H (2.94, 5.40, -2.88)  0.24
H (3.55, 6.54, -0.74)  0.39
H (3.21, 9.20, -1.14)  0.38
H (2.33, 9.47, -3.70)  0.38
H (2.20, 6.95, -4.70)  0.36
N (-6.55, -2.40, -6.26)  0.00
C (-6.98, -3.51, -6.94)  -0.51
C (-6.22, -3.62, -8.07)  -0.40
C (-5.30, -2.54, -8.08)  -0.42
C (-5.53, -1.80, -6.95)  -0.46
H (-6.94, -2.07, -5.39)  0.23
H (-7.77, -4.13, -6.56)  0.37
H (-6.31, -4.40, -8.82)  0.38
H (-4.56, -2.32, -8.83)  0.41
H (-5.06, -0.91, -6.57)  0.41



A structure of composition C4H6F3HgN2O3 in a non-equilibrium geometry. Source: the OMol25 dataset; level of theory: ωB97M-V/def2-TZVPD.

- Charge: 0
- Lowest unoccupied orbital energy (alpha / beta): 0.328 / -2.528 eV
- E_HOMO (alpha / beta): -8.684 / -10.091 eV
- 2S+1: 2
- <S²>: 0.755

Each line ends with the natural charge from an NBO analysis.
Geometry (Å):
Hg (-0.78, -0.01, -1.36)  0.75
C (0.42, -3.29, 0.26)  -0.41
N (0.37, -2.84, 1.63)  -0.62
C (0.20, -1.52, 1.93)  0.79
N (-0.04, -1.24, 3.25)  -0.83
O (0.25, -0.63, 1.08)  -0.71
H (0.77, -4.32, 0.24)  0.21
H (1.12, -2.66, -0.30)  0.22
H (-0.56, -3.23, -0.22)  0.19
H (0.14, -3.52, 2.33)  0.39
H (0.26, -1.88, 3.96)  0.39
H (-0.07, -0.27, 3.49)  0.41
F (0.11, 4.36, -3.78)  -0.32
C (-0.20, 4.22, -2.49)  0.89
F (0.81, 4.71, -1.76)  -0.32
F (-1.28, 4.98, -2.25)  -0.32
C (-0.46, 2.71, -2.10)  0.67
O (-1.22, 2.56, -1.14)  -0.69
O (0.15, 1.88, -2.78)  -0.69



A structure of composition C21H24AuIN5O. Source: the OMol25 dataset; level of theory: ωB97M-V/def2-TZVPD.

- Charge: +3
- Lowest unoccupied orbital energy (alpha / beta): -9.529 / -13.625 eV
- E_HOMO (alpha / beta): -16.817 / -16.973 eV
- 2S+1: 3
- <S²>: 2.007

Each line ends with the natural charge from an NBO analysis.
Geometry (Å):
Au (0.03, -0.24, 0.10)  1.17
C (-1.97, 0.53, 2.14)  -0.23
C (-3.11, -0.09, 1.34)  -0.47
C (-2.92, -0.84, 0.04)  0.25
C (-4.07, -1.40, -0.52)  -0.22
C (-4.03, -2.06, -1.72)  -0.09
C (-2.82, -2.16, -2.39)  -0.23
C (-1.71, -1.60, -1.81)  0.04
N (-1.75, -0.96, -0.62)  -0.54
N (-1.03, 1.38, 1.37)  -0.40
C (0.04, 1.96, 2.21)  -0.28
C (1.45, 1.64, 1.79)  0.24
C (2.50, 2.42, 2.25)  -0.22
C (3.80, 2.08, 1.92)  -0.09
C (4.03, 0.95, 1.14)  -0.23
C (2.95, 0.22, 0.71)  0.07
N (1.69, 0.56, 1.03)  -0.53
C (-1.67, 2.37, 0.50)  -0.27
C (-0.84, 2.78, -0.71)  0.19
C (-1.10, 3.99, -1.34)  -0.23
C (-0.38, 4.32, -2.47)  -0.11
C (0.59, 3.43, -2.93)  -0.23
C (0.78, 2.26, -2.24)  0.05
N (0.08, 1.93, -1.15)  -0.53
H (-1.36, -0.25, 2.61)  0.22
H (-2.42, 1.11, 2.95)  0.23
H (-3.87, 0.67, 1.14)  0.25
H (-3.61, -0.78, 2.03)  0.27
H (-5.01, -1.29, 0.02)  0.25
H (-4.93, -2.49, -2.15)  0.26
H (-2.73, -2.65, -3.35)  0.26
H (-0.74, -1.62, -2.30)  0.21
H (-0.09, 1.60, 3.23)  0.25
H (-0.07, 3.05, 2.25)  0.25
H (2.29, 3.29, 2.85)  0.26
H (4.63, 2.70, 2.26)  0.26
H (5.03, 0.66, 0.87)  0.26
H (3.06, -0.66, 0.09)  0.22
H (-1.92, 3.27, 1.07)  0.23
H (-2.61, 1.97, 0.13)  0.23
H (-1.85, 4.67, -0.94)  0.24
H (-0.57, 5.25, -2.99)  0.26
H (1.18, 3.66, -3.81)  0.26
H (1.54, 1.54, -2.56)  0.21
N (1.47, -4.31, -1.24)  -0.76
C (1.24, -3.93, 0.02)  0.64
O (1.13, -2.77, 0.40)  -0.63
C (1.11, -5.07, 1.03)  -0.65
I (2.90, -5.42, 2.11)  0.98
H (1.60, -3.61, -1.96)  0.43
H (1.53, -5.27, -1.53)  0.43
H (0.86, -6.05, 0.62)  0.29
H (0.39, -4.81, 1.81)  0.30



A structure of composition C17H30N7PSeSr. Source: the OMol25 dataset; level of theory: ωB97M-V/def2-TZVPD.

- Energy above the lowest of the compared OMol25 structures with the same formula, charge and spin: 1.1 kcal/mol
- Charge: +2
- Lowest unoccupied orbital energy: -5.005 eV
- E_HOMO: -13.262 eV

Each line ends with the natural charge from an NBO analysis.
Geometry (Å):
Sr (0.44, -0.20, 0.13)  1.77
C (5.64, 2.72, -0.46)  -0.43
N (4.89, 1.51, -0.11)  -0.39
C (5.64, 0.29, 0.23)  -0.42
C (3.55, 1.47, -0.04)  0.66
N (2.84, 0.41, 0.23)  -0.97
N (2.94, 2.70, -0.29)  -0.61
C (1.62, 3.02, -0.57)  0.65
N (1.45, 4.34, -0.80)  -0.79
N (0.68, 2.13, -0.60)  -0.94
H (6.70, 2.47, -0.48)  0.25
H (5.52, 3.50, 0.30)  0.21
H (5.37, 3.09, -1.44)  0.22
H (6.70, 0.49, 0.12)  0.24
H (5.38, -0.53, -0.44)  0.21
H (5.45, 0.00, 1.27)  0.22
H (3.48, -0.36, 0.36)  0.37
H (3.58, 3.48, -0.35)  0.41
H (2.22, 4.98, -0.85)  0.41
H (0.55, 4.69, -1.08)  0.42
H (-0.20, 2.61, -0.81)  0.37
C (-3.11, -2.54, 2.64)  -0.40
N (-2.99, -1.30, 3.42)  -0.34
C (-3.28, -1.20, 4.77)  -0.06
C (-3.12, 0.09, 5.12)  -0.05
N (-2.74, 0.77, 3.97)  -0.34
C (-2.51, 2.21, 3.89)  -0.40
C (-2.67, -0.09, 2.94)  0.28
Se (-2.30, 0.33, 1.15)  -0.50
H (-3.45, -3.31, 3.31)  0.23
H (-2.14, -2.82, 2.22)  0.22
H (-3.82, -2.39, 1.84)  0.24
H (-3.57, -2.07, 5.34)  0.25
H (-3.24, 0.60, 6.05)  0.25
H (-2.81, 2.64, 4.84)  0.23
H (-3.12, 2.63, 3.09)  0.24
H (-1.46, 2.41, 3.70)  0.22
C (2.57, -3.88, -0.75)  -0.93
P (0.91, -3.14, -0.82)  0.69
C (0.42, -3.50, -2.53)  -0.94
C (-0.10, -4.25, 0.20)  -0.37
C (-1.19, -4.96, -0.30)  -0.20
C (-1.96, -5.77, 0.53)  -0.19
C (-1.65, -5.87, 1.88)  -0.19
C (-0.57, -5.17, 2.40)  -0.22
C (0.19, -4.36, 1.57)  -0.17
H (2.99, -3.82, 0.25)  0.24
H (3.25, -3.35, -1.43)  0.24
H (2.54, -4.93, -1.04)  0.25
H (0.53, -4.56, -2.77)  0.25
H (1.07, -2.94, -3.21)  0.25
H (-0.61, -3.21, -2.74)  0.25
H (-1.45, -4.91, -1.35)  0.22
H (-2.79, -6.32, 0.12)  0.24
H (-2.23, -6.52, 2.52)  0.23
H (-0.31, -5.26, 3.44)  0.23
H (1.03, -3.83, 2.00)  0.20